The following is a quantum chemistry calculation of C18H8Cl4IN2O7Re as an isolated structure in a non-equilibrium geometry, from the Open Molecules 2025 dataset.

The geometry in XYZ format:
```
41
Properties=species:S:1:pos:R:3
Re -0.361 0.130 -0.100
O -1.954 2.687 2.898
C -1.278 1.837 2.187
O -0.843 2.079 1.058
C -0.910 0.555 2.832
C -0.961 0.221 4.168
C -0.231 -0.892 4.591
C 0.632 -1.523 3.704
C 0.611 -1.122 2.379
N -0.237 -0.198 1.957
C 1.679 -1.383 1.309
O 2.561 -2.168 1.490
O 1.528 -0.559 0.291
H -2.098 3.519 2.418
H -1.520 0.838 4.858
H -0.275 -1.207 5.624
H 1.333 -2.286 4.015
Cl 0.566 -1.923 -6.668
C 0.301 -1.865 -4.976
C 0.158 -3.034 -4.267
C -0.073 -3.024 -2.887
I -0.323 -4.772 -1.796
C -0.150 -1.818 -2.198
O -0.411 -1.717 -0.913
C 0.008 -0.621 -2.932
N -0.121 0.509 -2.188
C -0.081 1.683 -2.803
C 0.113 1.789 -4.180
C 0.275 0.654 -4.941
C 0.213 -0.607 -4.321
H 0.216 -3.978 -4.792
H -0.210 2.561 -2.183
H 0.128 2.766 -4.640
H 0.437 0.722 -6.008
Cl -3.543 -2.222 -1.806
C -3.822 -1.244 -0.356
Cl -2.763 -1.784 0.960
Cl -5.493 -1.373 0.145
C -3.496 0.260 -0.783
O -4.378 0.877 -1.302
O -2.298 0.683 -0.519
```

The total charge is +1. The HOMO-LUMO gap (alpha / beta) is 5.01 / 5.52 eV. As for the energy relative to the best compared isomer or geometry (same formula, charge and spin): 179.73 kJ/mol. The multiplicity is 2.

Which charges does natural (NBO) predict for the atoms? In e, they are: 1.723, -0.597, 0.816, -0.586, 0.079, -0.164, -0.117, -0.165, 0.139, -0.447, 0.757, -0.492, -0.675, 0.532, 0.263, 0.254, 0.273, 0.071, -0.027, -0.238, -0.178, 0.257, 0.307, -0.590, 0.093, -0.470, 0.128, -0.257, -0.079, -0.042, 0.258, 0.224, 0.250, 0.252, 0.049, -0.227, 0.022, 0.093, 0.759, -0.523, -0.724



The following is a quantum chemistry calculation of a 2-piece molecular cluster, C5H12SSi overall in a non-equilibrium geometry, from the Open Molecules 2025 dataset.

The geometry in XYZ format:
```
19
Properties=species:S:1:pos:R:3
C 0.533 -1.073 -1.015
Si -0.989 -0.906 -0.216
C -1.915 0.511 0.555
C -1.775 -2.534 0.067
C -1.233 -3.830 -0.495
S -3.251 -2.564 0.771
H 0.709 -2.072 -1.305
H 1.363 -0.385 -1.109
H -2.615 0.058 1.378
H -1.231 1.247 0.992
H -2.808 0.936 -0.085
H -1.222 -3.783 -1.606
H -1.602 -4.777 -0.010
H -0.211 -4.016 -0.094
C 2.426 3.007 0.715
H 2.465 2.080 1.187
H 2.499 3.057 -0.338
H 3.427 3.357 1.085
H 1.357 3.350 1.012
```

The HOMO-LUMO gap (alpha / beta) is 7.44 / 7.45 eV. As for the energy relative to the best compared isomer or geometry (same formula, charge and spin): 338.67 kJ/mol. As for the SMILES: C=[Si](C)C(C)=S.C. The multiplicity is 1.

Which charges does natural (NBO) predict for the atoms? In e, they are: -1.103, 1.490, -1.177, -0.564, -0.702, 0.065, 0.221, 0.234, 0.285, 0.258, 0.275, 0.246, 0.238, 0.234, -0.875, 0.214, 0.214, 0.226, 0.221



The following is a quantum chemistry calculation of C2H3IrO as an isolated structure in a non-equilibrium geometry, from the Open Molecules 2025 dataset.

The geometry in XYZ format:
```
7
Properties=species:S:1:pos:R:3
H -0.646 0.328 -1.129
O 1.043 -1.051 -0.161
C -0.222 -0.834 -0.246
C -0.763 0.423 0.208
H -1.852 0.406 0.342
H -0.216 0.971 0.991
Ir 2.656 -0.243 -0.006
```

The total charge is +1. The HOMO-LUMO gap (alpha / beta) is 7.76 / 7.29 eV. As for the energy relative to the best compared isomer or geometry (same formula, charge and spin): 217.55 kJ/mol. The multiplicity is 6.

Which charges does natural (NBO) predict for the atoms? In e, they are: 0.336, -0.768, 0.565, -0.605, 0.298, 0.283, 0.891



The following is a quantum chemistry calculation of a 6-piece molecular cluster, C5H20NO7 overall in a non-equilibrium geometry, from the Open Molecules 2025 dataset.

The geometry in XYZ format:
```
33
Properties=species:S:1:pos:R:3
C -1.257 -0.451 -2.096
N -1.250 0.382 -0.882
C -0.994 1.687 -1.078
O -0.800 2.556 -0.254
C 0.162 -0.942 -2.511
C 0.553 -2.200 -1.716
C 1.434 -1.876 -0.511
O 1.137 -2.625 0.659
H -1.750 -1.333 -1.697
H -1.763 -0.051 -2.962
H -0.936 -0.151 -0.074
H -1.193 2.003 -2.121
H 0.992 -0.256 -2.317
H 0.024 -1.163 -3.570
H -0.343 -2.705 -1.439
H 1.148 -2.886 -2.321
H 2.501 -1.941 -0.720
H 1.180 -0.885 -0.107
H 2.315 1.521 0.214
H 3.630 0.526 0.107
O 3.266 1.411 0.117
H 1.178 -0.028 2.220
H -0.222 -0.590 1.946
O 0.297 -0.089 2.645
H 0.128 2.397 0.756
H 0.409 2.020 2.199
O 0.730 2.576 1.492
H -1.720 -2.110 0.898
H 0.366 -2.096 1.009
O -1.111 -1.375 0.939
H -2.360 -0.120 1.451
H -1.945 0.919 2.413
O -2.761 0.575 2.023
```

The total charge is -1. The HOMO-LUMO gap is 9.50 eV. As for the energy relative to the best compared isomer or geometry (same formula, charge and spin): 297.28 kJ/mol. The multiplicity is 1.

Which charges does natural (NBO) predict for the atoms? In e, they are: -0.223, -0.619, 0.555, -0.634, -0.416, -0.430, -0.063, -0.780, 0.209, 0.192, 0.452, 0.083, 0.210, 0.193, 0.210, 0.189, 0.159, 0.149, 0.507, 0.471, -0.984, 0.459, 0.501, -1.009, 0.463, 0.473, -1.018, 0.468, 0.507, -1.248, 0.495, 0.468, -0.989



The following is a quantum chemistry calculation of the molecule C10H13N3 in a non-equilibrium geometry, from the Open Molecules 2025 dataset.

The geometry in XYZ format:
```
26
Properties=species:S:1:pos:R:3
H -4.004 -1.646 0.220
N -3.080 -1.459 0.459
C -2.744 -0.392 -0.037
N -3.482 0.621 -0.706
N -1.381 -0.024 -0.009
C -1.001 1.394 0.019
C 0.267 1.441 0.876
C 1.349 0.734 0.311
C 2.638 1.034 -0.103
C 3.523 0.107 -0.399
C 3.214 -1.177 -0.172
C 1.837 -1.522 -0.104
C 0.891 -0.624 0.080
C -0.507 -1.107 0.248
H -4.307 0.339 -0.897
H -2.895 0.746 -1.677
H -0.485 1.702 -1.002
H -1.952 1.866 0.205
H 0.150 1.014 1.892
H 0.287 2.589 0.746
H 3.002 2.038 -0.052
H 4.612 0.377 -0.775
H 3.990 -1.926 -0.278
H 1.614 -2.697 0.013
H -0.956 -1.947 -0.199
H -0.577 -1.479 1.342
```

The HOMO-LUMO gap is 8.99 eV. As for the energy relative to the best compared isomer or geometry (same formula, charge and spin): 316.17 kJ/mol. As for the SMILES: [H]/N=C(\N)N1CCc2ccccc2C1. The multiplicity is 1.

Which charges does natural (NBO) predict for the atoms? In e, they are: 0.335, -0.747, 0.583, -0.819, -0.465, -0.196, -0.449, -0.009, -0.222, -0.207, -0.215, -0.170, -0.058, -0.235, 0.351, 0.379, 0.168, 0.248, 0.229, 0.221, 0.213, 0.212, 0.212, 0.205, 0.246, 0.187



Number 1: M 819.19 g/mol, calculated total energy -3543.50770 Eh. Number 2: M 132.30 g/mol, calculated total energy -885.26328 Eh. Number 3: M 235.26 g/mol, calculated total energy -256.92961 Eh. Number 4: M 206.21 g/mol, calculated total energy -783.98086 Eh. Number 5: M 175.24 g/mol, calculated total energy -552.99713 Eh.